Entry from OMol25: C15H18N4O2S in the gas phase in a non-equilibrium geometry (the ωB97M-V functional and the def2-TZVPD basis).

## Properties
Energy relative to the best compared isomer or geometry (same formula, charge and spin) = 287.55 kcal/mol
HOMO-LUMO gap = 7.08 eV
Multiplicity = 1
E_LUMO = -0.7 eV
SMILES = CCCOc1ccc(-c2cnc(SCC(N)=O)nc2N)cc1
E_tot = -1349.70567 hartree
HOMO = -7.79 eV

Geometry (Å):
S: 4.48 1.36 0.21
O: -5.34 0.15 0.03
O: 6.66 -1.56 0.04
N: 2.12 1.97 0.33
N: 2.45 -0.35 -0.35
N: 4.51 -1.97 0.40
N: 0.77 -1.48 -0.92
C: -1.94 -0.79 0.75
C: -2.12 1.51 -0.55
C: 5.48 -1.32 0.18
C: 0.84 1.89 0.49
C: -7.93 -0.69 -0.96
C: 1.06 -0.43 -0.33
C: -3.28 -0.88 0.66
C: -4.01 0.03 -0.06
C: -3.40 1.31 -0.45
C: 2.80 0.95 0.16
C: 0.23 0.45 -0.08
C: -1.27 0.49 -0.08
C: -5.92 -0.84 0.57
C: 5.26 -0.04 -0.82
C: -7.42 -0.70 0.42
H: 1.29 -2.17 -1.43
H: -7.54 0.19 -1.49
H: -8.07 -1.27 1.00
H: -4.13 2.33 -0.82
H: -1.72 2.47 -0.98
H: 4.51 -2.94 1.06
H: -7.80 -1.62 -1.48
H: 0.24 2.74 0.77
H: -0.33 -1.63 -1.00
H: -5.81 -1.91 0.06
H: 3.56 -1.41 0.17
H: -9.04 -0.46 -0.88
H: -7.79 0.28 0.70
H: -5.85 -1.17 1.64
H: -1.27 -1.47 0.89
H: 4.46 -0.43 -1.55
H: -3.62 -1.65 1.06
H: 6.23 0.16 -1.24

Entry from OMol25: C2H7NOS in the gas phase in a non-equilibrium geometry (the ωB97M-V functional and the def2-TZVPD basis).

## Properties
Energy relative to the best compared isomer or geometry (same formula, charge and spin) = 132.76 kcal/mol
HOMO-LUMO gap (alpha / beta) = 7.38 / 7.39 eV
Multiplicity = 1
E_LUMO (alpha / beta) = -0.2 / -0.2 eV
E_tot = -608.38558 hartree
HOMO (alpha / beta) = -7.58 / -7.55 eV

Geometry (Å):
S: -1.12 -0.68 0.20
O: -1.27 -1.37 -1.31
N: 0.95 -0.47 -0.43
C: 1.85 -0.43 0.57
C: -1.60 1.02 -0.02
H: 1.71 -1.25 1.46
H: -1.72 1.35 -1.00
H: 2.97 -0.58 0.13
H: -0.44 -1.00 -1.72
H: -2.32 1.33 0.63
H: -0.69 1.46 0.33
H: 1.69 0.62 1.15

Entry from OMol25: a molecular structure, C23H21IrN5O5S2 (the ωB97M-V functional and the def2-TZVPD basis).

## Properties
Energy relative to the best compared isomer or geometry (same formula, charge and spin) = 40.96 kcal/mol
HOMO-LUMO gap (alpha / beta) = 7.06 / 5.94 eV
Multiplicity = 6
E_LUMO (alpha / beta) = 0.1 / -2.4 eV
E_tot = -2439.59581 hartree
HOMO (alpha / beta) = -6.93 / -8.36 eV

Geometry (Å):
Ir: 1.88 -1.96 -0.27
S: 1.07 -0.73 -3.19
S: -0.56 -0.13 0.96
O: 3.66 -1.19 -0.20
O: 2.01 -2.15 1.69
O: -0.05 -1.54 -3.58
O: 5.37 -0.51 -1.46
O: 1.89 -0.16 -4.23
N: -2.27 1.71 1.21
N: -1.03 3.08 -1.05
N: 2.07 -1.61 -2.19
N: -1.53 -4.19 0.50
N: 0.18 -3.05 -0.24
C: 1.15 -2.60 2.57
C: 1.14 2.11 -0.37
C: -0.22 2.58 0.09
C: -2.00 4.09 -0.77
C: -0.89 -3.71 3.29
C: -1.60 -4.22 -0.88
C: 0.65 -2.87 4.92
C: 4.29 -1.03 -1.37
C: -0.54 -3.51 -1.33
C: -3.03 2.80 1.09
C: -0.55 -3.52 4.61
C: 1.48 -2.43 3.93
C: -1.44 2.19 -2.02
C: 1.41 1.24 -1.35
C: -2.91 3.91 0.22
C: -0.44 -3.49 0.87
C: 0.03 3.70 1.11
C: 0.46 0.59 -2.18
C: -1.08 1.51 0.75
C: -1.93 5.29 -1.66
C: -0.06 -3.26 2.25
C: -0.83 1.03 -2.46
C: 3.49 -1.60 -2.55
H: -2.38 2.45 -2.48
H: 0.92 -2.72 5.96
H: -3.91 2.80 1.74
H: 3.82 -2.63 -2.70
H: -2.73 5.99 -1.44
H: -1.40 0.46 -3.17
H: -0.87 4.02 1.62
H: -0.97 5.80 -1.55
H: -1.21 -3.87 5.39
H: -2.18 -4.62 1.13
H: 0.49 4.55 0.61
H: 1.97 2.54 0.17
H: -2.40 -4.72 -1.40
H: -1.82 -4.21 3.07
H: -3.64 4.70 0.36
H: 2.46 1.00 -1.51
H: 2.41 -1.92 4.15
H: 0.73 3.32 1.86
H: 3.69 -1.04 -3.45
H: -2.00 5.00 -2.71
H: -0.25 -3.27 -2.33

Entry from OMol25: 4 unconnected molecules or ions with the total composition C18H32BrN4O in a non-equilibrium geometry (the ωB97M-V functional and the def2-TZVPD basis).

## Properties
HOMO-LUMO gap (alpha / beta) = 8.62 / 9.78 eV
Multiplicity = 2
E_LUMO (alpha / beta) = 0.6 / 0.6 eV
E_tot = -3573.16831 hartree
HOMO (alpha / beta) = -8.04 / -9.21 eV

Geometry (Å):
Br: 0.26 -1.60 -2.43
O: -1.79 0.71 -1.33
N: -1.22 0.64 -0.17
N: -2.16 2.41 3.62
N: 2.17 -6.87 -4.37
N: 1.68 4.78 -0.71
C: 2.47 -2.88 1.08
C: 0.33 2.14 -1.39
C: -2.81 -1.26 -0.04
C: 0.87 6.27 -2.75
C: 1.33 0.08 -0.24
C: -0.34 -1.74 0.46
C: 0.37 2.12 1.16
C: -1.46 -0.61 0.57
C: 3.31 -1.80 1.94
C: -1.80 -0.41 2.13
C: 1.54 -5.90 -4.48
C: 0.87 -1.42 -0.51
C: 0.73 -4.66 -4.62
C: -3.24 2.37 4.04
C: 1.33 5.43 -1.60
C: 0.16 1.15 -0.12
C: 2.12 -2.40 -0.38
C: -4.63 2.31 4.58
H: -3.66 -0.52 -0.08
H: 1.73 6.61 -3.32
H: -0.36 1.92 1.99
H: 3.02 -1.88 -0.82
H: -5.08 3.31 4.55
H: -4.61 1.96 5.61
H: 4.25 -2.30 2.33
H: -0.02 -1.98 1.52
H: -0.49 2.91 -1.44
H: 0.37 -4.34 -3.65
H: 0.22 5.69 -3.40
H: -0.83 -2.69 0.06
H: -2.14 -1.41 2.55
H: 3.69 -1.01 1.21
H: -2.67 0.31 2.18
H: 1.34 -3.87 -5.05
H: 3.19 -3.75 0.96
H: -0.12 -4.85 -5.28
H: -5.23 1.63 3.98
H: 0.41 1.53 -2.35
H: -3.08 -2.13 0.62
H: 2.01 0.38 -1.11
H: 1.98 0.19 0.68
H: 1.89 -3.33 -0.99
H: 0.15 3.18 0.80
H: -2.57 -1.70 -1.06
H: 1.45 2.15 1.50
H: 1.32 2.68 -1.23
H: 2.73 -1.36 2.79
H: 0.32 7.14 -2.38
H: 1.60 -3.30 1.66
H: -0.91 -0.04 2.72

Entry from OMol25: 2 unconnected molecules or ions with the total composition C2O2S in a non-equilibrium geometry (the ωB97M-V functional and the def2-TZVPD basis).

## Properties
Energy relative to the best compared isomer or geometry (same formula, charge and spin) = 18.87 kcal/mol
HOMO-LUMO gap = 11.56 eV
Multiplicity = 1
E_LUMO = 0.6 eV
E_tot = -624.86238 hartree
HOMO = -10.97 eV

Geometry (Å):
S: 0.36 -1.31 -1.75
O: 1.07 0.09 0.40
O: -1.11 1.39 1.09
C: 0.71 -0.48 -0.51
C: -1.03 0.31 0.77

Entry from OMol25: 2 unconnected molecules or ions with the total composition C5H16N2O in a non-equilibrium geometry (the ωB97M-V functional and the def2-TZVPD basis).

## Properties
Energy relative to the best compared isomer or geometry (same formula, charge and spin) = 27.33 kcal/mol
HOMO-LUMO gap = 8.96 eV
Multiplicity = 1
E_LUMO = 0.6 eV
SMILES = CCNC[C@H](C)N.O
E_tot = -384.81453 hartree
HOMO = -8.38 eV

Geometry (Å):
O: 0.51 1.57 2.80
N: 1.55 0.04 0.31
N: -1.41 0.68 -0.37
C: 0.45 -0.97 0.19
C: -0.93 -0.40 0.53
C: -1.35 0.50 -1.80
C: 0.71 -2.13 1.15
C: -0.04 0.79 -2.52
H: 0.42 -1.32 -0.84
H: -0.09 1.97 2.14
H: -1.02 1.56 -0.07
H: 0.49 -1.85 2.18
H: 1.66 -2.65 1.05
H: -1.79 -0.43 -2.11
H: 0.67 -0.03 -2.64
H: -0.16 1.32 -3.48
H: -1.58 -1.25 0.25
H: -1.08 0.00 1.52
H: 0.96 2.29 3.25
H: 0.52 1.63 -2.08
H: 2.31 -0.45 0.77
H: -2.04 1.30 -2.15
H: 1.25 0.76 0.97
H: -0.03 -2.92 0.94

Entry from OMol25: a molecular structure, C16H36Br6Cl4O8P2 in a non-equilibrium geometry (the ωB97M-V functional and the def2-TZVPD basis).

## Properties
HOMO-LUMO gap = 10.06 eV
Multiplicity = 1
E_LUMO = 0.1 eV
E_tot = -19200.87735 hartree
HOMO = -9.92 eV

Geometry (Å):
Br: -1.95 -0.56 -3.72
Br: 1.42 0.68 2.45
Br: 2.61 -2.28 2.17
Br: 0.98 0.57 -4.27
Br: -0.61 1.69 -1.81
Br: 2.16 -0.39 -0.44
Cl: -0.09 -6.85 1.45
Cl: 3.70 -4.02 -0.97
Cl: 2.47 -6.23 2.74
Cl: 1.98 -6.17 -2.13
P: 1.06 4.57 0.67
P: -1.66 -2.93 0.09
O: 1.12 4.52 2.14
O: 1.17 6.08 0.01
O: -0.97 -2.18 -0.94
O: -3.13 -2.55 0.40
O: -0.23 4.04 -0.05
O: 2.11 3.66 -0.01
O: -1.86 -4.49 -0.15
O: -0.94 -2.86 1.49
C: 2.80 3.86 -1.28
C: 2.84 -4.60 -2.39
C: -2.57 4.65 0.24
C: -1.33 -3.75 2.48
C: -2.99 -0.16 0.71
C: -2.89 -4.39 -2.41
C: 4.19 3.19 -1.13
C: 1.53 -0.88 1.33
C: -1.73 -4.89 -1.55
C: 1.95 7.12 0.65
C: 1.31 -5.76 1.47
C: -0.53 -3.40 3.78
C: -1.48 3.78 0.76
C: -3.80 -1.29 0.11
C: -0.28 0.06 -2.87
C: 1.60 8.38 -0.13
H: 0.51 -3.33 3.66
H: 0.96 -4.75 1.71
H: 2.19 3.51 -2.16
H: -3.56 4.42 0.63
H: 2.13 -3.88 -2.64
H: 4.54 3.38 -0.12
H: -2.35 -3.73 2.70
H: 0.06 -0.74 -2.30
H: -3.92 -1.29 -0.99
H: 4.83 3.73 -1.83
H: 0.53 8.58 -0.01
H: -0.73 -4.65 -2.02
H: -0.86 -2.44 4.22
H: -1.14 -4.74 2.11
H: -2.27 5.60 0.74
H: 1.78 -5.95 0.55
H: -2.95 -0.38 1.74
H: -4.80 -1.27 0.57
H: -1.53 2.68 0.85
H: 3.53 -4.70 -3.25
H: -2.87 -3.33 -2.54
H: 2.25 9.22 0.29
H: 4.21 2.16 -1.40
H: -1.11 4.01 1.80
H: 1.67 7.19 1.70
H: -0.71 -4.19 4.53
H: 2.96 4.94 -1.43
H: 0.48 -1.22 1.17
H: 1.84 8.28 -1.20
H: -2.63 4.56 -0.81
H: -3.43 0.83 0.60
H: 3.00 6.86 0.59
H: -1.92 -5.93 -1.43
H: -3.83 -4.63 -1.90
H: -2.82 -4.95 -3.36
H: -1.98 -0.06 0.38

Entry from OMol25: a molecular structure, C4H7NO2 (the ωB97M-V functional and the def2-TZVPD basis).

## Properties
Energy relative to the best compared isomer or geometry (same formula, charge and spin) = 81.70 kcal/mol
HOMO-LUMO gap = 10.80 eV
Multiplicity = 1
E_LUMO = 0.7 eV
E_tot = -361.75066 hartree
HOMO = -10.11 eV

Geometry (Å):
O: 0.91 -0.76 -0.81
O: 2.12 -0.91 1.52
N: 1.47 1.09 0.34
C: -0.34 -0.11 -0.70
C: 1.64 -0.14 0.80
C: -1.33 -0.95 0.08
C: 0.03 1.25 0.02
H: -0.96 -1.13 1.10
H: -1.48 -1.92 -0.40
H: 1.58 0.40 -0.72
H: -0.07 2.13 -0.61
H: -0.56 1.39 0.94
H: -0.72 0.10 -1.71
H: -2.30 -0.44 0.16

Entry from OMol25: a gas-phase ion, C5H15N2 (charge +1) in a non-equilibrium geometry (the ωB97M-V functional and the def2-TZVPD basis).

## Properties
Energy relative to the best compared isomer or geometry (same formula, charge and spin) = 25.17 kcal/mol
HOMO-LUMO gap = 11.70 eV
Multiplicity = 1
E_LUMO = -2.8 eV
SMILES = CCC[NH2+]CCN
Net charge = +1
E_tot = -308.75256 hartree
HOMO = -14.47 eV

Geometry (Å):
N: 2.22 0.17 1.27
N: 0.03 0.47 -0.19
C: 1.30 0.86 -0.94
C: 2.55 0.27 -0.22
C: -0.55 -0.98 -0.44
C: -1.89 -0.99 0.42
C: -2.98 0.10 0.02
H: -2.61 1.15 0.17
H: -2.31 -2.02 0.55
H: 0.26 -1.65 0.02
H: 1.20 0.48 -2.02
H: 0.32 0.49 0.83
H: -0.68 1.15 -0.29
H: 2.74 -0.62 1.57
H: -3.31 -0.04 -1.06
H: 2.69 -0.72 -0.60
H: -3.85 0.00 0.66
H: 2.42 1.06 1.66
H: 1.34 2.00 -0.88
H: -0.67 -1.27 -1.51
H: 3.42 0.88 -0.44
H: -1.62 -0.76 1.41

Entry from OMol25: 2 unconnected molecules or ions with the total composition C2H8O2 in a non-equilibrium geometry (the ωB97M-V functional and the def2-TZVPD basis).

## Properties
Energy relative to the best compared isomer or geometry (same formula, charge and spin) = 32.39 kcal/mol
HOMO-LUMO gap = 10.74 eV
Multiplicity = 1
E_LUMO = 0.7 eV
SMILES = CO.CO
E_tot = -231.41069 hartree
HOMO = -10.01 eV

Geometry (Å):
O: -1.21 0.90 1.64
O: 0.63 -0.14 -0.89
C: 1.08 0.28 -2.21
C: -1.05 -0.44 2.11
H: 1.66 1.18 -2.35
H: -0.99 -0.36 3.25
H: -0.92 0.87 0.77
H: -0.20 -0.94 1.57
H: 1.46 -0.24 -0.44
H: 1.49 -0.61 -2.74
H: -0.05 0.55 -2.63
H: -1.89 -1.06 1.92

Entry from OMol25: a molecular structure, C8H16N5O in a non-equilibrium geometry (the ωB97M-V functional and the def2-TZVPD basis).

## Properties
Energy relative to the best compared isomer or geometry (same formula, charge and spin) = 72.31 kcal/mol
HOMO-LUMO gap = 9.11 eV
Multiplicity = 1
E_LUMO = -2.9 eV
Net charge = +1
E_tot = -663.08405 hartree
HOMO = -12.02 eV

Geometry (Å):
O: -1.33 3.03 2.03
N: 0.75 -0.62 -0.69
N: 0.65 3.63 0.87
N: -0.10 2.65 0.23
N: 0.69 1.57 -0.15
N: -1.21 2.26 0.97
C: -1.45 0.57 -0.64
C: 2.60 -2.09 -0.61
C: -1.94 1.26 0.58
C: 0.06 0.50 -0.51
C: 2.18 -0.64 -0.42
C: -3.11 0.83 1.37
C: 1.30 -2.86 -0.40
C: 0.26 -1.94 -1.03
H: 2.70 0.05 -1.09
H: -3.44 1.63 2.04
H: 1.31 -3.84 -0.87
H: -2.86 -0.04 1.97
H: 3.37 -2.39 0.09
H: -1.67 1.17 -1.53
H: 2.35 -0.29 0.61
H: 1.56 3.29 1.19
H: 0.74 4.48 0.31
H: 0.24 -2.06 -2.12
H: -3.93 0.55 0.71
H: -0.38 3.50 1.75
H: 2.97 -2.25 -1.63
H: 1.10 -2.98 0.66
H: -1.93 -0.40 -0.76
H: -0.74 -2.12 -0.64

Entry from OMol25: 3 unconnected molecules or ions with the total composition CH6O4 in a non-equilibrium geometry (the ωB97M-V functional and the def2-TZVPD basis).

## Properties
Energy relative to the best compared isomer or geometry (same formula, charge and spin) = 25.06 kcal/mol
HOMO-LUMO gap = 10.68 eV
Multiplicity = 1
E_LUMO = 0.0 eV
SMILES = O=CO.O.O
E_tot = -342.64438 hartree
HOMO = -10.64 eV

Geometry (Å):
O: -1.18 2.12 2.56
O: -0.20 -0.57 -0.14
O: 1.22 -2.93 -1.49
O: -0.17 1.59 -0.34
C: 0.20 0.49 -0.73
H: 1.44 -3.19 -0.53
H: -1.83 1.37 2.50
H: -0.28 -1.44 -0.62
H: 1.01 0.25 -1.50
H: 1.86 -3.50 -1.90
H: -0.73 1.94 1.72

Q: Among the records above, which one has the lowest E_tot?
A: C16H36Br6Cl4O8P2